Here is a cluster of 8 separate species, C7H29NO7 in total at a distorted geometry from the OMol25 dataset. Energies are from wB97M-V/def2-TZVPD.

Calculated values
energy relative to the best compared isomer or geometry (same formula, charge and spin) = 1.493 eV
structure (SMILES) = CCC/C(C)=C(/C)N.O.O.O.O.O.O.O
E_LUMO = 0.27 eV
total energy = -23551.3055 eV
HOMO energy = -8.40 eV
Kohn-Sham gap = 8.67 eV
net charge = 0

Cartesian coordinates (Å):
C 0.518 -2.813 -2.262
C 0.808 -2.884 -0.735
C -0.111 -1.928 0.035
C 0.096 -1.725 1.500
C -0.446 -2.885 2.355
C 0.094 -0.513 2.100
C 0.014 -0.264 3.574
N 0.353 0.718 1.407
H 0.771 -1.838 -2.674
H 1.091 -3.594 -2.754
H -0.559 -2.928 -2.398
H 1.872 -2.701 -0.581
H 0.545 -3.928 -0.556
H -1.058 -2.457 -0.123
H -0.133 -0.972 -0.479
H -1.099 -2.598 3.175
H 0.322 -3.518 2.797
H -1.178 -3.396 1.742
H -0.403 -1.120 4.098
H -0.605 0.570 3.914
H 0.972 -0.029 4.048
H 1.287 1.110 1.374
H -0.021 0.783 0.469
O -1.013 1.363 -3.496
H -0.242 0.901 -3.121
H -1.319 0.772 -4.184
O -1.801 2.612 2.510
H -1.027 2.021 2.526
H -2.502 1.953 2.427
O -3.836 1.685 -0.261
H -3.645 2.611 -0.445
H -2.995 1.413 0.126
O 1.288 0.415 -2.055
H 1.898 0.082 -2.721
H 1.161 1.361 -2.248
O 2.995 1.098 0.239
H 2.562 0.864 -0.598
H 2.972 0.261 0.703
O -0.759 2.978 -1.515
H -1.481 2.649 -0.980
H -1.048 3.289 -2.374
O 1.905 3.192 -1.765
H 1.154 3.736 -1.512
H 2.600 3.654 -1.281

=====

Here is a cluster of 9 separate species, C7H30NO8 in total at a distorted geometry from the OMol25 dataset. Energies are from wB97M-V/def2-TZVPD.

Calculated values
energy relative to the best compared isomer or geometry (same formula, charge and spin) = 3.101 eV
E_LUMO = -2.57 eV
total energy = -25608.4533 eV
HOMO energy = -11.15 eV
Kohn-Sham gap = 8.58 eV
net charge = +1

Cartesian coordinates (Å):
C 0.758 1.709 -2.847
C 0.925 2.658 -1.673
C 0.184 2.135 -0.485
C -0.754 2.868 0.115
C -1.544 2.455 1.283
C -1.604 1.262 1.868
C -2.349 0.706 3.088
N 1.417 0.383 -2.699
H 1.323 2.217 -3.714
H -0.364 1.412 -2.918
H 0.634 3.617 -2.153
H 1.966 2.960 -1.512
H 0.598 1.229 -0.049
H -1.098 3.756 -0.345
H -2.135 3.292 1.713
H -1.065 0.452 1.420
H -3.089 -0.058 2.765
H -2.844 1.441 3.732
H -1.565 0.153 3.596
H 1.056 -0.137 -1.848
H 2.410 0.312 -2.457
H 0.996 -0.175 -3.489
H 1.292 -1.219 2.305
H 0.023 -1.251 2.989
O 0.449 -1.691 2.243
H 1.214 -1.475 -0.158
H -0.366 -1.865 -0.438
O 0.440 -1.420 -0.706
H -3.299 -1.626 0.383
H -4.395 -1.025 -0.682
O -3.484 -1.078 -0.388
H 3.011 -0.792 -0.197
H 3.794 0.406 -0.383
O 2.891 0.115 -0.581
H 2.491 -2.894 0.200
H 3.337 -3.335 -1.067
O 3.187 -2.649 -0.415
H -0.885 -1.782 -2.441
H -1.851 -0.775 -3.102
O -0.990 -1.199 -3.221
H 1.828 -0.287 4.360
H 1.030 1.115 4.009
O 1.487 0.319 3.700
H -1.212 -3.405 0.684
H -2.342 -3.182 -0.277
O -1.504 -3.652 -0.207

=====

Here is a cluster of 11 separate species, C7H32O10 in total at a distorted geometry from the OMol25 dataset. Energies are from wB97M-V/def2-TZVPD.

Calculated values
energy relative to the best compared isomer or geometry (same formula, charge and spin) = 6.396 eV
structure (SMILES) = C=C/C(=C/C)CC.O.O.O.O.O.O.O.O.O.O
E_LUMO = -0.30 eV
total energy = -28247.3643 eV
HOMO energy = -8.91 eV
Kohn-Sham gap = 8.61 eV
net charge = 0

Cartesian coordinates (Å):
C 1.291 -1.824 1.929
C -0.007 -1.547 1.565
C -0.579 -0.452 0.794
C -0.217 0.782 1.189
C -0.576 2.182 0.687
C -1.744 -1.059 -0.166
C -1.085 -1.862 -1.334
H 1.299 -2.508 2.718
H 2.275 -1.342 1.746
H -0.680 -2.218 2.175
H 0.604 0.801 1.960
H 0.092 2.823 1.274
H -1.647 2.381 0.688
H 0.042 2.244 -0.303
H -2.450 -1.658 0.328
H -2.182 -0.305 -0.763
H -0.137 -1.520 -1.463
H -1.795 -1.593 -2.182
H -1.119 -2.972 -0.967
O 2.020 2.471 3.762
H 1.223 2.053 3.899
H 2.005 2.489 2.694
O 0.812 -1.683 -4.151
H 0.941 -0.691 -4.216
H 0.208 -1.752 -3.302
O -3.000 1.418 -2.718
H -2.933 2.229 -3.217
H -3.804 1.615 -2.392
O -0.407 0.435 -2.977
H -1.305 0.754 -2.707
H 0.142 1.188 -2.813
O -2.458 0.004 3.308
H -2.971 0.911 3.585
H -1.655 0.465 3.284
O -1.642 -2.308 3.762
H -1.278 -1.766 4.377
H -2.282 -1.769 3.094
O 2.245 3.190 1.137
H 2.861 2.701 0.694
H 1.396 3.401 0.684
O 2.284 0.763 0.129
H 1.702 0.850 -0.690
H 1.875 0.167 0.770
O 2.510 -2.596 -2.357
H 1.757 -2.984 -1.866
H 2.076 -2.504 -3.200
O 2.062 0.429 -2.576
H 2.006 -0.490 -2.413
H 2.220 0.656 -3.457

=====

Here is a cluster of 13 separate species, C7H32O12 in total at a distorted geometry from the OMol25 dataset. Energies are from wB97M-V/def2-TZVPD.

Calculated values
multiplicity = 2
energy relative to the best compared isomer or geometry (same formula, charge and spin) = 0.991 eV
E_LUMO (alpha / beta) = -4.92 / -8.48 eV
total energy = -32339.2638 eV
⟨S²⟩ = 0.769
HOMO energy (alpha / beta) = -13.13 / -13.13 eV
Kohn-Sham gap (alpha / beta) = 8.22 / 4.65 eV
net charge = +1

Cartesian coordinates (Å):
C 2.561 2.492 1.978
C 2.182 2.222 0.594
C 2.338 3.207 -0.442
C 1.849 2.922 -1.675
C 1.309 1.646 -2.006
C 1.293 0.623 -1.024
C 1.864 0.878 0.182
H 1.881 2.020 2.696
H 3.583 2.303 2.333
H 2.450 3.552 2.237
H 2.824 4.143 -0.169
H 2.025 3.582 -2.511
H 0.664 1.461 -2.859
H 1.088 -0.405 -1.296
H 2.036 0.124 0.933
H -0.126 -2.239 0.594
H -0.220 -3.286 -0.514
O 0.139 -3.133 0.385
H -4.647 -1.153 0.694
H -3.532 -1.632 -0.096
O -4.427 -1.909 0.128
H -0.228 -1.047 2.713
H 0.712 -0.080 3.315
O -0.216 -0.149 3.105
H -4.470 0.315 3.478
H -3.839 -0.683 2.640
O -4.622 -0.106 2.641
H -1.908 -0.298 -1.529
H -1.883 0.426 -0.263
O -1.819 -0.507 -0.579
H -0.568 2.332 -0.608
H -1.378 2.099 0.619
O -1.474 2.112 -0.353
H 2.082 -2.604 2.713
H 0.736 -3.224 3.006
O 1.128 -2.390 2.854
H -1.946 -3.338 -1.111
H -1.629 -1.998 -1.692
O -1.428 -2.947 -1.830
H 3.421 -2.998 1.346
H 4.645 -3.209 2.416
O 3.796 -2.744 2.229
H -2.065 4.031 -2.805
H -2.876 2.742 -2.656
O -2.971 3.679 -2.875
H 1.769 -3.390 -0.079
H 2.895 -3.848 -1.088
O 2.738 -3.373 -0.264
H -0.342 0.990 -4.067
H -1.209 1.933 -4.925
O -1.018 1.684 -3.992

=====

Here is a cluster of 10 separate species, C7H34O10 in total at a distorted geometry from the OMol25 dataset. Energies are from wB97M-V/def2-TZVPD.

Calculated values
energy relative to the best compared isomer or geometry (same formula, charge and spin) = 4.994 eV
structure (SMILES) = CO.CO.CO.CO.CO.CO.CO.O.O.O
E_LUMO = -0.13 eV
total energy = -28282.3607 eV
HOMO energy = -9.65 eV
Kohn-Sham gap = 9.52 eV
net charge = 0

Cartesian coordinates (Å):
C -0.119 -4.762 0.363
O -1.515 -4.659 0.608
H 0.244 -3.913 -0.220
H 0.447 -4.851 1.298
H 0.056 -5.689 -0.184
H -1.683 -3.742 0.866
C -1.992 3.365 -0.726
O -0.850 3.591 -1.559
H -2.883 3.789 -1.196
H -2.128 2.294 -0.567
H -1.805 3.914 0.191
H -1.019 3.152 -2.398
C 3.643 -0.779 -1.238
O 3.593 -0.556 -2.641
H 4.642 -0.598 -0.829
H 2.968 -0.049 -0.798
H 3.343 -1.786 -0.940
H 3.887 -1.351 -3.091
C 0.181 -0.208 -0.709
O 0.492 -0.351 0.685
H 0.269 -1.169 -1.200
H -0.844 0.169 -0.827
H 0.806 0.566 -1.159
H 0.361 0.508 1.110
C -1.417 -0.552 4.746
O -0.156 -0.551 4.085
H -1.947 0.397 4.564
H -2.086 -1.351 4.417
H -1.297 -0.567 5.828
H -0.301 -0.074 3.264
C 2.498 3.676 -2.269
O 3.050 3.814 -3.581
H 1.676 4.372 -2.110
H 2.176 2.644 -2.173
H 3.284 3.863 -1.527
H 3.408 4.701 -3.670
C -3.563 -0.882 -1.737
O -3.640 -1.075 -3.139
H -4.515 -1.001 -1.206
H -2.792 -1.499 -1.274
H -3.299 0.164 -1.553
H -3.949 -1.970 -3.300
O 0.105 2.174 1.790
H -0.353 2.968 2.079
H 1.005 2.464 1.599
O -1.959 -1.946 1.174
H -2.645 -1.579 1.737
H -1.329 -1.229 1.010
O 3.012 -1.156 2.043
H 2.204 -1.080 1.520
H 2.735 -1.608 2.845

=====

Here is a cluster of 10 separate species, C7H35N7O10 in total at a distorted geometry from the OMol25 dataset. Energies are from wB97M-V/def2-TZVPD.

Calculated values
energy relative to the best compared isomer or geometry (same formula, charge and spin) = 0.000 eV
structure (SMILES) = COC[C@H](C)N.NC(N)=O.NC(N)=O.NC(N)=O.O.O.O.O.O.O
E_LUMO = 0.12 eV
total energy = -38735.7578 eV
HOMO energy = -9.39 eV
Kohn-Sham gap = 9.51 eV
net charge = 0

Cartesian coordinates (Å):
C 0.177 -4.988 2.412
O 1.410 -4.659 1.835
C 1.504 -5.008 0.470
C 0.846 -4.070 -0.551
C 1.104 -4.684 -1.935
N 1.286 -2.662 -0.627
H -0.489 -5.559 1.758
H -0.347 -4.103 2.784
H 0.306 -5.638 3.287
H 2.570 -5.062 0.213
H 1.118 -6.022 0.310
H -0.230 -4.133 -0.342
H 0.644 -4.021 -2.674
H 0.446 -5.546 -2.097
H 2.151 -4.902 -2.118
H 2.246 -2.707 -0.987
H 1.508 -2.304 0.314
N -3.888 4.008 0.319
C -4.602 3.027 -0.351
N -4.403 3.046 -1.722
O -5.293 2.194 0.233
H -3.281 4.624 -0.215
H -3.820 3.969 1.314
H -4.786 2.297 -2.265
H -3.630 3.560 -2.107
N 1.691 -2.136 3.600
C 2.720 -1.248 3.293
N 2.854 -0.167 4.154
O 3.466 -1.403 2.303
H 1.739 -3.037 3.158
H 0.988 -1.886 4.260
H 2.120 0.087 4.783
H 3.575 0.520 4.012
N 0.851 1.166 -0.781
C 0.271 2.305 -0.250
N -1.045 2.513 -0.573
O 0.950 3.128 0.416
H 1.796 0.939 -0.542
H 0.238 0.493 -1.206
H -1.412 2.033 -1.382
H -1.501 3.351 -0.272
O -0.868 -1.890 -2.399
H -1.158 -2.726 -2.777
H -0.248 -2.172 -1.659
O -2.560 6.083 -1.217
H -3.092 6.708 -1.724
H -2.105 5.547 -1.886
O 1.911 5.668 1.127
H 1.820 5.848 2.068
H 1.391 4.854 0.972
O -1.547 0.908 -3.011
H -1.713 -0.046 -2.912
H -0.636 0.955 -3.332
O 5.232 0.747 2.262
H 4.515 0.069 2.259
H 4.777 1.602 2.226
O -2.529 3.652 -3.710
H -2.631 2.730 -3.995
H -2.405 4.151 -4.526

=====

Here is a cluster of 11 separate species, C7H35NO10 in total at a distorted geometry from the OMol25 dataset. Energies are from wB97M-V/def2-TZVPD.

Calculated values
multiplicity = 2
energy relative to the best compared isomer or geometry (same formula, charge and spin) = 0.000 eV
E_LUMO (alpha / beta) = 2.26 / 2.17 eV
total energy = -29790.3193 eV
⟨S²⟩ = 0.751
HOMO energy (alpha / beta) = 0.21 / -7.19 eV
Kohn-Sham gap (alpha / beta) = 2.04 / 9.36 eV
net charge = -1

Cartesian coordinates (Å):
C -2.080 -2.695 2.258
C -1.035 -2.036 1.350
C -1.121 -0.501 1.206
C -0.843 0.139 -0.172
C 0.644 0.330 -0.437
C 1.221 1.434 0.420
C 2.502 1.744 0.319
N 0.334 -2.470 1.632
H -1.724 -2.885 3.274
H -2.901 -1.984 2.240
H -2.269 -3.693 1.883
H -1.378 -2.356 0.351
H -2.212 -0.327 1.243
H -0.847 -0.064 2.164
H -1.321 -0.504 -0.901
H -1.359 1.095 -0.174
H 1.074 -0.599 -0.104
H 0.850 0.532 -1.479
H 0.592 2.041 1.049
H 3.045 2.504 0.859
H 3.088 1.138 -0.348
H 0.277 -3.453 1.875
H 1.015 -2.358 0.895
H 3.061 -0.907 -2.975
H 3.874 -0.350 -1.797
O 3.211 -0.987 -2.034
H -0.417 3.222 0.199
H -0.756 4.691 -0.101
O -0.769 3.805 -0.466
H -1.922 -2.216 -3.392
H -2.707 -1.025 -2.843
O -2.622 -1.589 -3.621
H 1.183 -2.806 -3.156
H 2.306 -3.143 -2.277
O 1.422 -3.465 -2.507
H 4.315 -0.254 1.350
H 3.651 -0.862 0.326
O 4.539 -0.499 0.461
H -2.279 1.693 -2.544
H -2.035 2.924 -1.496
O -2.623 2.235 -1.823
H -1.225 0.291 -4.161
H -0.731 1.763 -3.935
O -0.865 0.907 -3.507
H -4.215 1.483 0.963
H -3.255 1.872 1.922
O -4.128 1.455 1.928
H 0.342 2.768 2.907
H -0.349 1.393 2.574
O -0.287 2.114 3.212
H 2.157 0.022 3.762
H 1.898 -1.242 3.045
O 2.563 -0.534 3.102

=====

Here is a cluster of 12 separate species, C7H35NO11 in total at a distorted geometry from the OMol25 dataset. Energies are from wB97M-V/def2-TZVPD.

Calculated values
energy relative to the best compared isomer or geometry (same formula, charge and spin) = 0.369 eV
structure (SMILES) = C=C/C=C/CCCN.O.O.O.O.O.O.O.O.O.O.O
E_LUMO = 0.16 eV
total energy = -31838.7665 eV
HOMO energy = -8.36 eV
Kohn-Sham gap = 8.52 eV
net charge = 0

Cartesian coordinates (Å):
C 1.696 0.410 -3.813
C 1.377 1.312 -2.887
C 0.933 0.893 -1.559
C 0.833 1.825 -0.600
C 0.219 1.570 0.733
C -1.255 2.045 0.802
C -1.784 1.477 2.141
N -2.083 0.069 2.088
H 1.605 -0.671 -3.817
H 2.022 0.674 -4.820
H 1.523 2.374 -3.043
H 0.527 -0.088 -1.405
H 1.178 2.809 -0.904
H 0.681 2.232 1.475
H 0.427 0.562 1.084
H -1.354 3.125 0.763
H -1.829 1.559 0.008
H -1.241 1.830 3.019
H -2.756 1.958 2.339
H -2.597 -0.331 1.321
H -1.344 -0.585 2.280
O 2.642 2.622 3.516
H 3.002 1.881 3.005
H 1.703 2.664 3.335
O 3.254 0.642 1.399
H 2.538 0.001 1.368
H 4.076 0.290 1.060
O -3.972 -0.268 -2.411
H -3.965 -0.105 -1.447
H -4.453 0.534 -2.652
O 0.112 -2.638 -1.977
H -0.316 -2.218 -2.747
H -0.675 -2.700 -1.413
O -1.736 -2.839 0.723
H -1.196 -2.087 1.010
H -1.831 -3.473 1.434
O 2.854 3.495 0.804
H 3.215 3.875 1.602
H 2.707 2.551 0.850
O 0.470 -1.711 1.933
H 0.548 -1.128 2.693
H 1.246 -2.302 1.862
O 2.218 -1.553 -0.502
H 1.398 -1.805 -0.944
H 2.874 -1.247 -1.132
O -4.599 -1.307 -0.073
H -4.380 -1.406 0.852
H -4.765 -2.115 -0.559
O -1.401 -0.637 -3.113
H -2.310 -0.724 -2.822
H -1.231 0.229 -3.464
O 1.887 -3.929 1.202
H 1.006 -4.177 0.923
H 2.306 -3.465 0.479